9
Properties=species:S:1:pos:R:3:forces:R:3:nbo_charge:R:1 method="wB97M-V/def2-TZVPD" gap_ev=9.09 e_homo_ev=-8.4 e_above_lowest_kcal_mol=107.9 multiplicity=1
C -0.5370 -1.1627 -0.0878 3.547 2.653 0.913 -0.269
C -1.4345 -0.2202 0.0329 1.760 0.566 -0.717 0.031
C 1.2062 0.0036 -0.0278 -3.625 -3.404 -0.252 0.051
N 0.5388 1.0961 -0.1255 0.820 0.635 0.123 -0.309
O -0.8081 1.1115 0.0549 -2.819 0.454 -0.150 -0.334
S 2.7515 -0.3224 0.0465 1.181 -0.448 0.014 -0.078
H -0.2876 -2.1520 0.1591 -0.435 -1.152 -0.312 0.235
H -2.5464 -0.3048 -0.0454 1.244 0.915 0.395 0.245
H 1.1171 1.9510 -0.0068 -1.672 -0.218 -0.015 0.429


38
Properties=species:S:1:pos:R:3:forces:R:3:nbo_charge:R:1 method="wB97M-V/def2-TZVPD" gap_ev=7.96 e_homo_ev=-7.8 smiles="CCCCNc1c(NC(C)=O)c(=O)oc2ccccc12" e_above_lowest_kcal_mol=10.5 multiplicity=1
C -0.0805 -2.7779 -2.4983 -0.166 0.096 0.146 -0.599
C -0.5993 -2.2523 -1.1660 0.287 -0.085 -0.045 -0.397
C 0.4534 -2.3785 -0.0666 -0.397 0.105 0.112 -0.413
C -0.0695 -1.8978 1.2908 0.610 -0.271 -0.144 -0.204
N -0.5111 -0.5176 1.2920 -0.372 0.217 0.196 -0.606
C 0.0589 0.5517 0.6942 -0.536 0.516 -0.201 0.264
C -0.7235 1.5831 0.1926 0.547 -0.449 0.172 -0.088
N -2.1288 1.7313 0.2069 0.071 0.612 -0.297 -0.609
C -3.1935 1.0072 0.5951 -0.162 0.015 -0.016 0.693
C -4.5011 1.7170 0.3318 -0.104 -0.197 0.099 -0.704
O -3.1533 -0.1042 1.1088 -0.203 -0.162 0.086 -0.645
C -0.1575 2.7116 -0.5111 -0.528 0.195 -0.093 0.739
O -0.8444 3.6070 -0.9779 0.416 -0.223 0.111 -0.630
O 1.1785 2.7539 -0.7100 0.033 0.169 -0.116 -0.459
C 1.9914 1.8382 -0.1358 0.319 -0.546 0.349 0.396
C 3.3592 2.0520 -0.2968 -0.224 0.067 -0.048 -0.267
C 4.2653 1.2155 0.3141 -0.141 0.032 -0.017 -0.181
C 3.8035 0.1761 1.1125 0.041 -0.105 0.061 -0.230
C 2.4527 -0.0495 1.2530 -0.034 0.092 -0.008 -0.168
C 1.5018 0.7492 0.6028 0.285 0.310 -0.258 -0.176
H 0.1900 -3.8284 -2.4158 0.053 -0.118 -0.049 0.199
H -0.8400 -2.6788 -3.2698 -0.013 -0.026 -0.140 0.210
H 0.8008 -2.2214 -2.8108 0.101 0.028 -0.078 0.202
H -1.4936 -2.8080 -0.8758 -0.085 0.050 0.041 0.198
H -0.8846 -1.2045 -1.2809 -0.092 0.016 0.043 0.200
H 1.3415 -1.8086 -0.3477 0.055 -0.080 -0.006 0.205
H 0.7481 -3.4252 0.0353 0.094 -0.042 -0.005 0.206
H 0.6823 -2.0769 2.0665 -0.146 -0.077 -0.025 0.184
H -0.9481 -2.4885 1.5601 0.050 0.048 0.033 0.212
H -1.5382 -0.4512 1.3092 0.220 0.007 0.031 0.436
H -2.3308 2.6321 -0.2364 -0.078 -0.297 0.143 0.439
H -5.3220 1.0871 0.6619 0.034 -0.003 -0.002 0.241
H -4.5307 2.6602 0.8729 -0.016 0.087 0.009 0.233
H -4.6093 1.9231 -0.7308 -0.018 0.051 -0.073 0.233
H 3.6737 2.8938 -0.8927 0.035 0.099 -0.072 0.232
H 5.3243 1.3809 0.1913 0.091 0.036 -0.017 0.220
H 4.5057 -0.4598 1.6296 0.046 -0.060 0.049 0.218
H 2.1289 -0.8419 1.9020 -0.073 -0.107 0.030 0.217


100
Properties=species:S:1:pos:R:3:forces:R:3:lowdin_charge:R:1 method="wB97M-V/def2-TZVPD" gap_ev=6.96 e_homo_ev=-7.3 e_above_lowest_kcal_mol=38.7 multiplicity=1
Ca -0.7985 0.4471 0.7729 0.196 2.092 -1.684 0.766
C 2.8291 4.2338 0.0213 -0.073 -0.122 0.029 -0.503
C 3.3968 3.1253 0.9240 -0.171 0.048 0.008 -0.518
S 2.3180 2.4577 2.2129 -0.080 0.098 0.102 0.835
C 1.8104 3.9774 3.0685 -0.047 -0.072 -0.060 -0.501
C 0.3056 4.0655 3.3791 0.110 -0.156 -0.112 -0.505
S -0.8510 3.4290 2.1538 -0.370 -0.314 -0.047 0.809
C -1.0613 4.7779 0.9848 0.257 0.000 -0.008 -0.537
C 0.2176 5.3023 0.3404 -0.049 -0.127 -0.080 -0.504
S 1.1259 4.0096 -0.5627 -0.006 -0.015 -0.025 0.856
H 3.4522 4.2871 -0.8725 0.081 0.030 0.034 0.065
H 2.8862 5.2067 0.5088 0.067 0.004 -0.016 0.064
H 4.3207 3.4801 1.3834 0.070 -0.007 -0.069 0.079
H 3.6418 2.2446 0.3280 0.048 0.048 -0.019 0.034
H 2.1261 4.8141 2.4510 -0.006 0.012 0.024 0.048
H 2.3664 4.0316 4.0029 -0.021 0.115 0.073 0.071
H 0.0282 5.0998 3.5881 0.052 0.016 0.107 0.083
H 0.0815 3.4772 4.2683 0.000 0.001 0.038 0.069
H -1.5907 5.5925 1.4797 -0.036 0.073 -0.034 0.081
H -1.7125 4.3421 0.2238 -0.025 0.036 -0.015 0.027
H 0.8757 5.7510 1.0826 -0.014 0.028 0.001 0.059
H -0.0480 6.0753 -0.3805 -0.020 0.090 0.044 0.074
N 0.6609 -0.8196 -1.9785 0.010 -0.005 0.252 -0.390
P 1.5491 0.2380 -0.8972 0.300 -0.389 -0.574 0.913
C 2.9058 -0.8480 -0.3524 0.039 0.048 -0.010 -0.387
C 3.5056 -1.7697 -1.2109 0.051 -0.050 0.021 -0.099
C 4.5459 -2.5640 -0.7568 -0.048 0.016 -0.024 -0.076
C 4.9995 -2.4387 0.5546 0.005 -0.025 -0.043 -0.082
C 4.4117 -1.5214 1.4105 -0.076 0.039 -0.059 -0.071
C 3.3598 -0.7284 0.9579 -0.001 -0.073 -0.017 -0.112
C 2.3684 1.2693 -2.1707 0.011 0.127 0.066 -0.362
C 3.7549 1.4020 -2.2467 -0.029 0.033 -0.057 -0.102
C 4.3301 2.2437 -3.1926 -0.056 -0.012 0.015 -0.082
C 3.5264 2.9600 -4.0706 -0.001 -0.015 0.031 -0.084
C 2.1447 2.8318 -4.0022 -0.027 -0.001 0.027 -0.077
C 1.5680 1.9992 -3.0529 0.013 -0.024 -0.061 -0.147
P -0.5080 -1.8191 -1.1146 0.425 -0.159 -0.417 0.957
C -1.5759 -2.2790 -2.5183 -0.067 0.067 -0.023 -0.363
C -2.8675 -2.7154 -2.2347 0.003 -0.036 -0.073 -0.101
C -3.7365 -3.0541 -3.2643 0.001 -0.003 0.053 -0.075
C -3.3241 -2.9513 -4.5854 0.019 0.018 0.013 -0.084
C -2.0382 -2.5124 -4.8762 0.031 0.026 0.043 -0.080
C -1.1666 -2.1743 -3.8490 -0.023 -0.063 0.004 -0.106
C 0.5162 -3.3201 -0.8442 -0.105 -0.063 0.014 -0.348
C 0.9440 -3.5876 0.4551 -0.012 0.021 -0.039 -0.099
C 1.7779 -4.6689 0.7181 -0.003 0.007 -0.031 -0.079
C 2.1800 -5.4992 -0.3170 0.012 0.031 -0.040 -0.089
C 1.7435 -5.2507 -1.6155 -0.042 0.042 0.014 -0.082
C 0.9123 -4.1705 -1.8773 0.050 -0.033 0.041 -0.082
H 0.1217 -0.2138 -2.5967 -0.003 0.009 -0.094 -0.003
H 3.1426 -1.8625 -2.2283 0.000 -0.016 0.036 0.110
H 5.0050 -3.2840 -1.4244 -0.023 0.018 0.038 0.106
H 5.8126 -3.0641 0.9061 -0.043 0.031 -0.020 0.103
H 4.7613 -1.4263 2.4304 -0.012 0.014 0.005 0.105
H 2.8810 -0.0250 1.6304 0.018 -0.095 0.006 0.036
H 4.3927 0.8402 -1.5745 -0.009 0.006 -0.016 0.101
H 5.4089 2.3321 -3.2468 -0.038 0.003 0.013 0.104
H 3.9760 3.6223 -4.8020 -0.026 -0.054 0.033 0.103
H 1.5080 3.4020 -4.6710 0.062 -0.075 0.056 0.110
H 0.4843 1.9415 -2.9881 0.049 0.041 0.033 0.045
H -3.1999 -2.7770 -1.2056 -0.023 0.032 0.020 0.032
H -4.7434 -3.3822 -3.0290 0.082 0.026 -0.020 0.108
H -4.0064 -3.2012 -5.3894 0.032 -0.002 0.034 0.102
H -1.7118 -2.4277 -5.9065 -0.020 0.002 0.050 0.103
H -0.1649 -1.8321 -4.0843 -0.052 -0.021 -0.003 0.098
H 0.6393 -2.9324 1.2625 0.015 -0.003 -0.008 0.076
H 2.1133 -4.8597 1.7310 -0.019 0.023 -0.041 0.105
H 2.8344 -6.3410 -0.1172 -0.055 0.046 -0.009 0.102
H 2.0481 -5.9040 -2.4256 -0.017 0.028 0.046 0.102
H 0.5682 -3.9939 -2.8899 0.017 0.024 0.033 0.098
C -4.7608 3.3793 -1.6448 -0.214 0.215 -0.092 -0.244
Si -4.1071 1.8655 -0.7742 0.394 -0.099 -0.157 0.058
C -4.3378 2.0177 1.0714 -0.075 0.029 0.240 -0.219
C -5.0044 0.3409 -1.3471 -0.251 -0.169 -0.121 -0.230
Se -1.9132 1.7281 -1.3353 -0.210 0.258 -0.427 0.197
H -5.8339 3.5348 -1.4610 0.207 -0.010 -0.041 0.031
H -4.6017 3.2648 -2.7228 -0.054 0.055 0.118 0.026
H -4.2145 4.2728 -1.3212 -0.101 -0.095 -0.044 0.019
H -5.4091 2.0438 1.3158 0.165 0.007 -0.006 0.037
H -3.8681 2.9171 1.4834 -0.047 -0.086 -0.036 0.012
H -3.9049 1.1463 1.5766 -0.077 0.078 0.004 0.008
H -6.0881 0.4309 -1.1810 0.180 -0.036 -0.034 0.035
H -4.6450 -0.5298 -0.7889 -0.042 0.041 -0.055 -0.012
H -4.8263 0.1630 -2.4137 -0.030 0.005 0.133 0.028
O -1.1505 0.6047 3.6642 0.093 0.006 -0.010 -0.304
S -1.0175 -0.6874 3.0394 -0.337 -0.891 1.498 0.557
O 0.2610 -0.8421 2.3275 0.068 -0.266 0.651 -0.448
N -2.1994 -0.9299 1.9498 -0.270 -0.948 0.945 -0.271
C -2.9125 -2.0563 2.2494 0.087 0.294 -0.074 -0.832
S -4.1299 -2.6942 1.3498 0.134 0.116 0.106 0.718
C -2.4664 -2.6747 3.5504 -0.045 0.151 -0.190 -0.230
C -3.0279 -3.7445 4.2228 -0.044 -0.149 0.080 -0.021
C -2.4909 -4.1080 5.4520 -0.046 -0.011 -0.043 -0.050
C -1.4071 -3.4228 6.0024 -0.048 -0.089 0.021 -0.064
C -0.8330 -2.3573 5.3296 0.123 0.104 -0.131 -0.028
C -1.3881 -2.0176 4.1085 0.084 -0.001 0.110 -0.227
H -3.8710 -4.2653 3.7856 0.031 0.029 0.035 0.101
H -2.9285 -4.9349 5.9996 0.039 0.046 -0.038 0.110
H -1.0136 -3.7205 6.9660 -0.017 -0.012 -0.033 0.109
H 0.0113 -1.8146 5.7381 -0.075 -0.013 -0.018 0.124